Entry 1:
79
Properties=species:S:1:pos:R:3:lowdin_charge:R:1 method="wB97M-V/def2-TZVPD" mol_weight_g_mol=784.12 s_squared=3.7649 lumo_ha="-0.1407 / -0.1403" homo_energy_ev="-7.69 / -7.75" multiplicity=4 total_charge=+1
Nd -0.24 0.01 0.06 1.422
C 2.34 0.97 -3.30 -0.497
C 2.12 -0.40 -3.93 -0.486
S 1.15 -1.54 -2.87 0.863
C 2.39 -2.79 -2.33 -0.471
C 2.37 -3.10 -0.84 -0.501
S 2.60 -1.69 0.29 0.807
C 4.22 -1.02 -0.24 -0.484
C 4.20 -0.06 -1.43 -0.459
S 2.68 0.97 -1.50 0.825
H 1.44 1.57 -3.38 0.074
H 3.16 1.48 -3.80 0.086
H 3.06 -0.90 -4.20 0.076
H 1.54 -0.28 -4.85 0.076
H 3.37 -2.42 -2.63 0.061
H 2.17 -3.69 -2.89 0.081
H 3.15 -3.83 -0.63 0.087
H 1.41 -3.52 -0.53 0.069
H 4.90 -1.85 -0.43 0.085
H 4.56 -0.49 0.65 0.067
H 4.26 -0.59 -2.37 0.052
H 5.05 0.62 -1.37 0.083
N -4.22 2.06 -1.42 0.130
C -4.93 2.44 -0.28 -0.260
C -6.31 2.34 -0.22 -0.008
C -6.98 2.74 0.92 -0.061
C -6.28 3.21 2.02 -0.067
C -4.90 3.29 1.98 -0.080
C -4.23 2.91 0.83 -0.423
S -2.46 2.97 0.67 0.981
N -2.18 1.61 -0.31 -0.370
C -3.04 1.33 -1.27 -0.329
C -2.81 0.19 -2.11 -0.177
C -3.60 -0.07 -3.26 0.007
C -3.47 -1.26 -3.93 -0.016
C -2.58 -2.22 -3.42 -0.007
C -1.80 -1.88 -2.34 -0.200
N -1.83 -0.69 -1.72 -0.045
H -4.81 1.78 -2.19 0.123
H -6.85 1.95 -1.07 0.117
H -8.06 2.69 0.95 0.114
H -6.80 3.51 2.91 0.112
H -4.34 3.68 2.82 0.111
H -4.29 0.67 -3.63 0.115
H -4.04 -1.45 -4.82 0.122
H -2.50 -3.19 -3.87 0.121
H -1.10 -2.60 -1.92 0.094
C -0.08 4.58 2.48 -0.140
O 0.83 3.50 2.35 -0.323
P 0.68 2.42 1.13 0.641
O 1.25 3.22 -0.15 -0.398
C 2.42 4.04 -0.07 -0.106
O 2.02 1.56 1.52 -0.393
C 2.02 0.77 2.72 -0.131
H 0.41 5.33 3.10 0.099
H -1.00 4.24 2.96 0.065
H -0.33 5.02 1.51 0.075
H 2.31 4.82 -0.82 0.097
H 3.30 3.43 -0.29 0.059
H 2.52 4.48 0.92 0.088
H 3.06 0.50 2.89 0.094
H 1.42 -0.14 2.59 0.035
H 1.66 1.37 3.56 0.085
N -1.49 0.52 2.65 0.007
H -1.41 1.38 3.18 0.022
H -1.19 -0.24 3.26 0.041
H -2.49 0.38 2.48 0.037
N -0.04 -1.70 1.42 -0.313
C -0.96 -2.51 1.88 -0.531
C -2.22 -2.68 1.22 -0.103
C -3.15 -3.59 1.66 -0.132
C -2.93 -4.33 2.81 -0.131
C -1.74 -4.16 3.51 -0.120
C -0.78 -3.28 3.07 -0.066
H -2.41 -2.06 0.33 0.052
H -4.07 -3.72 1.10 0.093
H -3.66 -5.04 3.15 0.087
H -1.57 -4.72 4.41 0.097
H 0.15 -3.16 3.61 0.094


Entry 2:
78
Properties=species:S:1:pos:R:3:lowdin_charge:R:1 method="wB97M-V/def2-TZVPD" mol_weight_g_mol=570.59 lumo_ha=-0.1022 homo_energy_ev=-8.82 smiles="O=C1C=C(O)C(=O)C=C1O.O=C1C=C(O)C(=O)C=C1O.CC(C)=O.CC(C)=O.CC(C)=O.CC(C)=O.CC(C)=O" de_lowest_ev=0.000
O 0.84 -1.19 -1.40 0.044
C 1.21 -0.78 -0.26 -0.386
C 1.27 0.72 0.01 0.101
C 1.50 1.41 1.35 -0.223
O 1.44 2.64 1.58 0.131
C 1.82 0.46 2.47 -0.431
O 2.08 0.89 3.52 0.165
C 1.99 -0.90 2.11 0.107
C 1.59 -1.57 0.82 -0.106
O 1.79 -2.96 0.44 0.067
H 0.97 1.28 -0.92 0.096
H 1.32 3.14 0.71 0.078
H 2.32 -1.46 3.02 0.135
H 1.31 -2.89 -0.38 0.043
O -2.18 1.81 -1.88 0.068
C -1.83 1.06 -2.81 -0.328
C -0.52 1.06 -3.52 0.129
C -0.24 0.08 -4.64 -0.088
O 1.00 0.10 -5.32 0.083
C -1.15 -0.98 -4.97 -0.381
O -0.88 -1.89 -5.77 0.101
C -2.50 -1.01 -4.35 0.137
C -2.78 0.06 -3.22 -0.184
O -3.95 0.08 -2.58 0.067
H 0.04 1.74 -3.18 0.017
H 1.28 1.00 -5.20 0.103
H -3.04 -1.91 -4.65 0.111
H -3.76 0.71 -1.80 0.155
C 2.66 -5.04 -4.71 -0.025
C 3.19 -4.34 -3.48 -0.462
C 4.36 -3.42 -3.74 -0.025
O 2.74 -4.55 -2.31 0.003
H 2.03 -5.92 -4.57 0.092
H 3.48 -5.23 -5.30 0.045
H 1.96 -4.31 -5.13 0.101
H 5.01 -4.17 -4.19 0.081
H 4.54 -3.00 -2.73 0.098
H 4.02 -2.66 -4.53 0.114
C -0.08 3.23 5.04 -0.012
C -0.94 4.47 4.67 -0.436
C -0.95 4.83 3.12 -0.043
O -1.54 5.19 5.43 0.073
H 0.85 3.13 4.62 0.020
H -0.52 2.26 4.64 0.105
H 0.06 3.11 6.12 0.087
H -0.08 4.78 2.48 0.039
H -1.18 5.97 2.78 0.120
H -1.84 4.37 2.71 0.057
C -1.06 4.53 -0.67 0.010
C 0.38 4.71 -1.10 -0.393
C 0.80 5.76 -2.07 -0.014
O 1.26 3.99 -0.63 0.041
H -1.29 5.15 0.04 0.007
H -1.24 3.45 -0.20 0.130
H -1.73 4.49 -1.56 0.100
H 1.13 6.59 -1.58 0.059
H 0.12 6.32 -2.68 0.075
H 1.58 5.57 -2.89 0.127
C 0.20 -3.23 5.60 -0.006
C 0.78 -2.11 6.36 -0.495
C 0.18 -0.81 6.22 -0.017
O 1.86 -2.25 7.02 0.032
H 0.62 -4.04 5.86 -0.006
H 0.33 -2.87 4.55 0.103
H -0.92 -3.49 6.03 0.165
H 0.83 -0.29 6.91 0.105
H -0.78 -0.90 6.53 0.066
H 0.17 -0.46 5.27 0.045
C -4.23 -3.42 -1.38 0.009
C -3.40 -2.96 -0.12 -0.455
C -2.12 -2.47 -0.41 -0.056
O -3.98 -2.93 1.02 0.014
H -5.02 -2.69 -1.66 0.111
H -4.51 -4.45 -1.06 0.104
H -3.75 -3.58 -2.15 -0.047
H -1.27 -3.28 -0.52 0.144
H -1.61 -1.91 0.49 0.126
H -2.07 -1.83 -1.31 0.071


Entry 3:
84
Properties=species:S:1:pos:R:3:lowdin_charge:R:1 method="wB97M-V/def2-TZVPD" mol_weight_g_mol=693.03 lumo_ha=-0.1733 homo_energy_ev=-10.82 total_charge=+1
C 5.83 4.93 1.04 -0.104
O 5.69 3.53 0.97 -0.203
C 6.71 2.93 0.19 -0.226
C 6.43 1.42 0.02 -0.164
C 5.36 0.88 0.97 -0.195
C 5.34 -0.66 0.95 -0.195
C 4.49 -1.23 -0.18 -0.206
C 3.00 -0.87 -0.12 -0.208
C 2.31 -1.44 1.14 -0.151
C 1.18 -0.54 1.68 -0.089
C -0.21 -1.19 1.61 -0.224
O -0.41 -1.76 0.33 -0.053
C -1.22 -1.04 -0.58 -0.347
C -2.69 -0.96 -0.12 -0.087
C -3.59 -0.17 -1.10 -0.068
C -5.04 -0.48 -0.82 -0.463
O -5.74 -0.93 -1.69 0.119
N -5.56 -0.22 0.46 0.113
C -6.60 0.79 0.46 -0.250
C -7.93 0.40 0.62 -0.015
C -8.95 1.34 0.64 -0.069
C -8.66 2.70 0.50 -0.078
C -7.33 3.09 0.32 -0.077
C -6.31 2.14 0.29 -0.027
C -0.73 0.38 -0.85 -0.122
O -1.17 1.28 0.17 -0.106
N -1.47 2.55 -0.40 0.001
O -2.25 3.12 0.25 0.105
C -1.24 -1.92 -1.89 -0.197
C -0.47 -3.24 -1.75 -0.021
C -1.17 -4.34 -1.00 -0.466
O -0.90 -5.47 -1.19 0.196
F -2.08 -3.99 -0.11 0.152
O -0.83 -1.22 -3.07 -0.166
C 0.55 -1.19 -3.31 -0.413
P 0.74 0.29 -4.42 0.722
O 1.04 1.51 -3.43 -0.309
Cl 2.67 -0.13 -5.31 0.221
C -0.23 -2.35 2.61 -0.337
O 0.31 -3.39 2.40 0.193
N -1.00 -2.17 3.84 0.156
C -0.40 -1.25 4.74 -0.534
O -0.23 -0.09 4.59 0.182
F -0.03 -1.84 5.85 0.168
H 6.37 5.33 0.17 0.082
H 4.85 5.40 1.06 0.086
H 6.38 5.24 1.93 0.089
H 6.71 3.39 -0.80 0.115
H 7.67 3.05 0.68 0.125
H 7.34 0.87 0.21 0.108
H 6.14 1.22 -1.01 0.104
H 5.52 1.20 1.99 0.117
H 4.39 1.28 0.68 0.097
H 5.05 -1.04 1.93 0.101
H 6.36 -1.00 0.77 0.106
H 4.91 -0.94 -1.14 0.102
H 4.54 -2.32 -0.15 0.115
H 2.83 0.19 -0.25 0.092
H 2.55 -1.40 -0.96 0.081
H 3.04 -1.59 1.92 0.108
H 1.95 -2.43 0.88 0.106
H 1.18 0.44 1.21 0.110
H 1.39 -0.36 2.73 0.114
H -0.98 -0.49 1.93 0.138
H -3.12 -1.95 -0.03 0.128
H -2.77 -0.46 0.85 0.111
H -3.47 0.90 -0.99 0.108
H -3.44 -0.49 -2.12 0.123
H -4.80 0.09 1.06 0.114
H -8.15 -0.65 0.73 0.116
H -9.99 1.06 0.78 0.104
H -9.45 3.43 0.53 0.101
H -7.13 4.14 0.19 0.102
H -5.30 2.49 0.13 0.100
H -1.08 0.77 -1.80 0.117
H 0.37 0.38 -0.87 0.105
H -2.27 -2.20 -2.08 0.155
H 0.54 -3.13 -1.39 0.131
H -0.40 -3.65 -2.76 0.137
H 1.09 -0.98 -2.38 0.073
H 0.94 -2.08 -3.81 0.077
H 1.56 1.26 -2.64 0.065
H -1.92 -1.80 3.61 0.145
Na 3.38 -2.36 -6.06 0.634


Entry 4:
73
Properties=species:S:1:pos:R:3:lowdin_charge:R:1 method="wB97M-V/def2-TZVPD" mol_weight_g_mol=625.31 s_squared=0.7721 lumo_ha="-0.2734 / -0.2688" homo_energy_ev="-12.45 / -12.30" multiplicity=2 total_charge=+2 de_lowest_ev=0.000
V -0.39 -0.05 0.60 0.796
C -0.58 -1.10 -3.46 -0.005
C -1.03 -1.79 -2.22 -0.284
C -1.69 -3.01 -2.24 0.005
C -2.10 -3.62 -1.05 -0.027
C -1.82 -3.03 0.17 -0.068
C -1.14 -1.83 0.11 -0.285
N -0.81 -1.23 -1.01 0.002
Sb 0.74 -2.49 2.92 1.524
C 2.05 -0.99 2.14 -0.508
C 3.35 -1.04 2.63 -0.114
C 4.35 -0.34 1.99 -0.011
C 4.03 0.34 0.82 0.004
C 2.72 0.37 0.38 -0.288
C 2.40 0.99 -0.94 -0.022
N 1.72 -0.23 1.07 -0.029
C -0.85 -1.14 3.46 -0.505
C -1.46 -1.36 4.68 -0.112
C -2.61 -0.66 5.01 -0.012
C -3.14 0.21 4.07 0.008
C -2.49 0.39 2.86 -0.297
C -3.05 1.29 1.82 -0.035
N -1.33 -0.25 2.57 -0.031
H -0.67 -1.75 -4.32 0.094
H -1.18 -0.21 -3.65 0.081
H 0.47 -0.79 -3.37 0.080
H -1.89 -3.48 -3.19 0.128
H -2.63 -4.56 -1.10 0.127
H -2.11 -3.49 1.10 0.104
H 3.57 -1.65 3.50 0.097
H 5.37 -0.36 2.35 0.129
H 4.79 0.83 0.24 0.129
H 3.31 1.16 -1.51 0.106
H 1.75 0.32 -1.50 0.065
H 1.90 1.95 -0.82 0.041
H -1.04 -2.07 5.38 0.099
H -3.10 -0.81 5.96 0.129
H -4.06 0.74 4.26 0.129
H -4.03 1.66 2.09 0.107
H -2.39 2.14 1.68 0.037
H -3.15 0.76 0.86 0.083
C 1.69 -5.10 -1.16 -0.002
C 2.43 -3.92 -0.59 -0.478
C 3.93 -3.96 -0.65 -0.003
O 1.83 -2.98 -0.10 -0.018
H 2.13 -6.04 -0.79 0.098
H 1.82 -5.11 -2.25 0.100
H 0.64 -5.06 -0.91 0.072
H 4.28 -4.35 -1.60 0.094
H 4.28 -4.64 0.12 0.102
H 4.34 -2.97 -0.46 0.078
C -0.19 3.64 1.57 -0.133
C -0.04 3.69 0.05 -0.386
P -0.78 2.24 -0.81 0.950
C -0.15 2.31 -2.55 -0.394
C 0.51 3.62 -2.98 -0.117
C -2.55 2.72 -1.08 -0.389
C -2.78 3.92 -2.00 -0.121
H 0.41 4.44 2.03 0.087
H 0.16 2.70 1.99 0.058
H -1.22 3.80 1.89 0.068
H 1.02 3.72 -0.21 0.070
H -0.47 4.60 -0.35 0.085
H -1.03 2.12 -3.18 0.071
H 0.52 1.48 -2.72 0.034
H -0.12 4.48 -2.81 0.069
H 0.73 3.58 -4.05 0.090
H 1.46 3.78 -2.46 0.071
H -3.00 2.92 -0.12 0.057
H -3.04 1.83 -1.49 0.087
H -2.31 4.83 -1.61 0.073
H -3.85 4.12 -2.06 0.088
H -2.42 3.76 -3.01 0.069


Entry 5:
83
Properties=species:S:1:pos:R:3:lowdin_charge:R:1 method="wB97M-V/def2-TZVPD" mol_weight_g_mol=753.65 lumo_ha=-0.3322 homo_energy_ev=-16.63 total_charge=+3 de_lowest_ev=0.483
Al -1.15 -0.49 1.43 -0.164
C -3.10 -1.75 5.10 0.045
O -3.07 -2.81 4.11 0.061
C -2.57 -2.67 2.93 -0.466
O -2.08 -1.56 2.52 0.011
N -2.60 -3.78 2.21 0.076
N -2.14 -3.83 0.90 0.077
H -3.99 -1.93 5.69 0.118
H -3.14 -0.78 4.63 0.046
H -2.22 -1.85 5.73 0.107
H -2.99 -4.59 2.66 0.191
H -2.72 -4.47 0.38 0.119
H -1.19 -4.17 0.90 0.080
Se -3.32 1.55 2.84 1.251
N -2.14 1.27 1.50 -0.248
C -2.34 2.23 0.60 -0.304
C -1.61 2.43 -0.60 -0.027
C -1.97 3.46 -1.41 -0.012
C -3.05 4.35 -1.10 -0.019
C -3.76 4.23 0.04 0.026
C -3.41 3.16 0.93 -0.332
N -4.03 2.93 2.07 -0.176
H -0.78 1.79 -0.86 0.082
H -1.42 3.63 -2.33 0.124
H -3.30 5.14 -1.80 0.130
H -4.56 4.90 0.31 0.140
C 1.58 -3.93 -3.42 -0.100
C 2.91 -3.36 -3.93 -0.230
C 3.28 -1.95 -3.45 -0.183
C 3.59 -1.81 -1.96 -0.125
N 2.33 -1.82 -1.15 0.068
C 1.99 -1.25 -0.02 -0.667
S 0.55 -1.91 0.74 0.874
N 2.63 -0.27 0.60 0.055
C 3.75 0.56 0.12 -0.139
C 3.30 1.53 -0.96 -0.181
C 2.25 2.52 -0.47 -0.267
C 1.74 3.44 -1.57 -0.090
H 1.30 -4.81 -4.00 0.087
H 0.77 -3.20 -3.51 0.064
H 1.64 -4.27 -2.37 0.070
H 2.87 -3.32 -5.02 0.117
H 3.72 -4.05 -3.68 0.120
H 2.48 -1.24 -3.71 0.102
H 4.17 -1.64 -3.98 0.127
H 4.13 -0.90 -1.78 0.087
H 4.21 -2.64 -1.63 0.144
H 1.67 -2.52 -1.47 0.079
H 2.27 -0.07 1.51 0.104
H 4.58 -0.07 -0.19 0.116
H 4.10 1.12 0.99 0.135
H 2.91 0.98 -1.82 0.109
H 4.18 2.08 -1.31 0.139
H 2.67 3.12 0.35 0.118
H 1.40 1.96 -0.05 0.060
H 2.56 4.05 -1.97 0.092
H 0.98 4.12 -1.20 0.071
H 1.32 2.87 -2.40 0.076
Se -4.02 -1.11 -0.08 1.248
N -2.25 -0.76 -0.27 -0.244
C -2.01 -0.69 -1.57 -0.312
C -0.76 -0.40 -2.20 -0.053
C -0.71 -0.37 -3.56 -0.028
C -1.86 -0.61 -4.39 -0.026
C -3.07 -0.86 -3.84 0.023
C -3.18 -0.90 -2.42 -0.333
N -4.31 -1.14 -1.78 -0.179
H 0.12 -0.20 -1.61 0.076
H 0.23 -0.15 -4.04 0.114
H -1.75 -0.58 -5.47 0.128
H -3.96 -1.02 -4.45 0.138
C 1.95 2.99 4.37 0.042
N 1.13 1.81 4.03 -0.080
C 0.77 0.81 4.91 0.007
C 0.05 -0.09 4.19 -0.065
N -0.03 0.34 2.88 -0.017
C 0.64 1.49 2.83 -0.125
H 1.44 3.59 5.12 0.110
H 2.10 3.59 3.48 0.097
H 2.91 2.67 4.76 0.109
H 1.05 0.83 5.96 0.150
H -0.37 -1.03 4.51 0.112
H 0.75 2.12 1.95 0.136


Entry 6:
76
Properties=species:S:1:pos:R:3:lowdin_charge:R:1 method="wB97M-V/def2-TZVPD" mol_weight_g_mol=516.71 lumo_ha=-0.0072 homo_energy_ev=-8.27 smiles="C[C@H]1CCCN(CCCNC(=O)c2cn(C)c3ccc(S(=O)(=O)N(C)C4CCCCC4)cc3c2=O)C1" de_lowest_ev=0.000
C 0.96 4.30 0.46 -0.062
C 1.68 3.63 1.62 -0.366
C 2.42 4.64 2.50 -0.172
C 3.10 3.89 3.63 -0.169
C 2.08 3.08 4.42 -0.189
N 1.42 2.14 3.54 -0.171
C 0.62 1.16 4.23 -0.196
C 1.48 0.06 4.89 -0.156
C 2.64 -0.39 3.99 -0.169
N 2.23 -0.53 2.62 0.087
C 2.79 0.19 1.64 -0.466
O 3.87 0.76 1.74 0.036
C 2.00 0.27 0.37 -0.031
C 2.60 0.94 -0.66 0.018
N 2.03 1.21 -1.84 -0.070
C 2.78 1.93 -2.85 -0.015
C 0.72 0.83 -2.07 -0.134
C 0.07 1.11 -3.28 0.013
C -1.23 0.73 -3.48 -0.037
C -1.93 0.07 -2.47 -0.245
S -3.61 -0.48 -2.77 0.669
O -4.31 -0.52 -1.53 -0.269
O -4.14 0.30 -3.85 -0.285
N -3.45 -2.04 -3.33 -0.247
C -2.96 -2.18 -4.67 -0.082
C -3.16 -3.06 -2.34 -0.350
C -1.69 -3.49 -2.29 -0.148
C -1.48 -4.45 -1.13 -0.190
C -2.38 -5.68 -1.28 -0.206
C -3.84 -5.26 -1.38 -0.195
C -4.05 -4.29 -2.54 -0.142
C -1.32 -0.20 -1.27 0.011
C 0.02 0.16 -1.05 -0.043
C 0.64 -0.20 0.23 -0.317
O 0.02 -0.83 1.09 0.037
C 0.70 2.84 2.49 -0.158
H 1.66 4.84 -0.17 0.075
H 0.45 3.55 -0.15 0.066
H 0.22 5.00 0.82 0.080
H 2.42 2.93 1.23 0.116
H 1.70 5.36 2.90 0.118
H 3.15 5.19 1.91 0.115
H 3.61 4.59 4.30 0.110
H 3.84 3.21 3.22 0.110
H 1.34 3.77 4.89 0.127
H 2.58 2.53 5.21 0.116
H -0.03 0.69 3.49 0.108
H -0.03 1.61 5.00 0.124
H 1.90 0.41 5.83 0.101
H 0.83 -0.78 5.11 0.109
H 3.44 0.35 3.99 0.112
H 3.04 -1.34 4.36 0.119
H 1.30 -0.91 2.44 0.109
H 3.61 1.28 -0.51 0.144
H 2.29 2.87 -3.09 0.102
H 2.87 1.33 -3.76 0.102
H 3.77 2.14 -2.47 0.098
H 0.59 1.63 -4.07 0.105
H -1.75 0.94 -4.40 0.118
H -1.87 -2.11 -4.73 0.089
H -3.40 -1.37 -5.25 0.083
H -3.28 -3.13 -5.09 0.094
H -3.43 -2.60 -1.39 0.134
H -1.04 -2.62 -2.18 0.103
H -1.42 -3.99 -3.23 0.120
H -1.71 -3.94 -0.19 0.118
H -0.43 -4.76 -1.09 0.112
H -2.24 -6.35 -0.43 0.109
H -2.09 -6.22 -2.18 0.114
H -4.15 -4.78 -0.45 0.117
H -4.47 -6.15 -1.52 0.110
H -5.09 -3.97 -2.59 0.123
H -3.79 -4.79 -3.48 0.115
H -1.85 -0.70 -0.48 0.131
H -0.06 3.53 2.91 0.137
H 0.18 2.10 1.88 0.117


Copy entry 3 word for word.
84
Properties=species:S:1:pos:R:3:lowdin_charge:R:1 method="wB97M-V/def2-TZVPD" mol_weight_g_mol=693.03 lumo_ha=-0.1733 homo_energy_ev=-10.82 total_charge=+1
C 5.83 4.93 1.04 -0.104
O 5.69 3.53 0.97 -0.203
C 6.71 2.93 0.19 -0.226
C 6.43 1.42 0.02 -0.164
C 5.36 0.88 0.97 -0.195
C 5.34 -0.66 0.95 -0.195
C 4.49 -1.23 -0.18 -0.206
C 3.00 -0.87 -0.12 -0.208
C 2.31 -1.44 1.14 -0.151
C 1.18 -0.54 1.68 -0.089
C -0.21 -1.19 1.61 -0.224
O -0.41 -1.76 0.33 -0.053
C -1.22 -1.04 -0.58 -0.347
C -2.69 -0.96 -0.12 -0.087
C -3.59 -0.17 -1.10 -0.068
C -5.04 -0.48 -0.82 -0.463
O -5.74 -0.93 -1.69 0.119
N -5.56 -0.22 0.46 0.113
C -6.60 0.79 0.46 -0.250
C -7.93 0.40 0.62 -0.015
C -8.95 1.34 0.64 -0.069
C -8.66 2.70 0.50 -0.078
C -7.33 3.09 0.32 -0.077
C -6.31 2.14 0.29 -0.027
C -0.73 0.38 -0.85 -0.122
O -1.17 1.28 0.17 -0.106
N -1.47 2.55 -0.40 0.001
O -2.25 3.12 0.25 0.105
C -1.24 -1.92 -1.89 -0.197
C -0.47 -3.24 -1.75 -0.021
C -1.17 -4.34 -1.00 -0.466
O -0.90 -5.47 -1.19 0.196
F -2.08 -3.99 -0.11 0.152
O -0.83 -1.22 -3.07 -0.166
C 0.55 -1.19 -3.31 -0.413
P 0.74 0.29 -4.42 0.722
O 1.04 1.51 -3.43 -0.309
Cl 2.67 -0.13 -5.31 0.221
C -0.23 -2.35 2.61 -0.337
O 0.31 -3.39 2.40 0.193
N -1.00 -2.17 3.84 0.156
C -0.40 -1.25 4.74 -0.534
O -0.23 -0.09 4.59 0.182
F -0.03 -1.84 5.85 0.168
H 6.37 5.33 0.17 0.082
H 4.85 5.40 1.06 0.086
H 6.38 5.24 1.93 0.089
H 6.71 3.39 -0.80 0.115
H 7.67 3.05 0.68 0.125
H 7.34 0.87 0.21 0.108
H 6.14 1.22 -1.01 0.104
H 5.52 1.20 1.99 0.117
H 4.39 1.28 0.68 0.097
H 5.05 -1.04 1.93 0.101
H 6.36 -1.00 0.77 0.106
H 4.91 -0.94 -1.14 0.102
H 4.54 -2.32 -0.15 0.115
H 2.83 0.19 -0.25 0.092
H 2.55 -1.40 -0.96 0.081
H 3.04 -1.59 1.92 0.108
H 1.95 -2.43 0.88 0.106
H 1.18 0.44 1.21 0.110
H 1.39 -0.36 2.73 0.114
H -0.98 -0.49 1.93 0.138
H -3.12 -1.95 -0.03 0.128
H -2.77 -0.46 0.85 0.111
H -3.47 0.90 -0.99 0.108
H -3.44 -0.49 -2.12 0.123
H -4.80 0.09 1.06 0.114
H -8.15 -0.65 0.73 0.116
H -9.99 1.06 0.78 0.104
H -9.45 3.43 0.53 0.101
H -7.13 4.14 0.19 0.102
H -5.30 2.49 0.13 0.100
H -1.08 0.77 -1.80 0.117
H 0.37 0.38 -0.87 0.105
H -2.27 -2.20 -2.08 0.155
H 0.54 -3.13 -1.39 0.131
H -0.40 -3.65 -2.76 0.137
H 1.09 -0.98 -2.38 0.073
H 0.94 -2.08 -3.81 0.077
H 1.56 1.26 -2.64 0.065
H -1.92 -1.80 3.61 0.145
Na 3.38 -2.36 -6.06 0.634